1.
The following is a DFT calculation (the ωB97M-V functional and the def2-TZVPD basis) of an isolated molecule of C20H33N5O2.

Highest occupied orbital energy (hartree): -0.3015
E (eV): -32823.52542
Kohn-Sham gap (eV): 8.9
LUMO level (eV): 0.690
SMILES: CCCCCCn1c(CN2CCC[C@H](C)C2)nc2c1c(=O)n(C)c(=O)n2C
Maximum force (eV/Å): 1.41

Geometry (Å):
C (0.0496, -0.1880, 6.9563)
C (0.5661, -0.0915, 5.5257)
C (0.2023, 1.2475, 4.8872)
C (0.8034, 1.4382, 3.4944)
C (0.1934, 0.5107, 2.4475)
C (0.8079, 0.7646, 1.0693)
N (0.1938, -0.0684, 0.0677)
C (-0.7931, 0.2527, -0.7946)
C (-1.4140, 1.6034, -0.8852)
N (-0.4024, 2.6275, -1.1048)
C (0.3229, 2.4719, -2.3557)
C (-0.4872, 2.8783, -3.5900)
C (-0.9892, 4.3114, -3.4331)
C (-1.7804, 4.4594, -2.1319)
C (-2.2254, 5.9013, -1.9147)
C (-0.9031, 3.9832, -0.9644)
N (-1.1547, -0.7643, -1.5616)
C (-0.3728, -1.7925, -1.1710)
C (0.4809, -1.3967, -0.1527)
C (1.4255, -2.2913, 0.4394)
O (2.2168, -2.0531, 1.3323)
N (1.3518, -3.5630, -0.1395)
C (2.2797, -4.5422, 0.4038)
C (0.5097, -3.9902, -1.1580)
O (0.5420, -5.1273, -1.5806)
N (-0.3679, -3.0586, -1.6680)
C (-1.2783, -3.4211, -2.7316)
H (-1.0337, -0.0878, 6.9789)
H (0.3142, -1.1473, 7.3946)
H (0.4780, 0.6001, 7.5721)
H (1.6519, -0.2065, 5.5231)
H (0.1449, -0.9092, 4.9394)
H (0.5645, 2.0505, 5.5340)
H (-0.8853, 1.3381, 4.8292)
H (0.6479, 2.4736, 3.1801)
H (1.8798, 1.2625, 3.5407)
H (0.3798, -0.5285, 2.7193)
H (-0.8875, 0.6665, 2.4005)
H (0.6783, 1.8046, 0.7624)
H (1.8721, 0.5195, 1.1037)
H (-1.9144, 1.8333, 0.0620)
H (-2.1796, 1.5492, -1.6720)
H (0.6433, 1.4313, -2.4405)
H (1.2166, 3.1006, -2.2856)
H (-1.3329, 2.1987, -3.7118)
H (0.1404, 2.7913, -4.4781)
H (-1.6143, 4.5877, -4.2851)
H (-0.1346, 4.9931, -3.4095)
H (-2.6705, 3.8228, -2.1859)
H (-2.8458, 6.2364, -2.7430)
H (-1.3618, 6.5596, -1.8456)
H (-2.8003, 5.9921, -0.9957)
H (-1.4566, 4.0512, -0.0240)
H (-0.0289, 4.6391, -0.8894)
H (3.3032, -4.2038, 0.2417)
H (2.1133, -4.6420, 1.4762)
H (2.1090, -5.4899, -0.0992)
H (-2.3070, -3.3034, -2.3912)
H (-1.0843, -4.4581, -2.9975)
H (-1.1143, -2.7701, -3.5899)

For reference, the Mulliken charges in units of e are:
1. C -1.383
2. C -0.145
3. C -0.785
4. C -0.576
5. C -0.028
6. C -1.508
7. N 0.373
8. C 0.369
9. C -1.055
10. N 0.291
11. C -0.943
12. C -0.623
13. C -0.921
14. C 1.060
15. C -1.802
16. C -1.453
17. N -0.812
18. C 1.150
19. C 0.133
20. C -0.042
21. O -0.664
22. N -0.035
23. C -1.151
24. C 0.876
25. O -0.695
26. N 0.018
27. C -1.107
28. H 0.336
29. H 0.382
30. H 0.342
31. H 0.292
32. H 0.246
33. H 0.383
34. H 0.321
35. H 0.296
36. H 0.305
37. H 0.168
38. H 0.278
39. H 0.374
40. H 0.408
41. H 0.493
42. H 0.322
43. H 0.392
44. H 0.521
45. H 0.296
46. H 0.410
47. H 0.405
48. H 0.270
49. H 0.159
50. H 0.416
51. H 0.356
52. H 0.424
53. H 0.436
54. H 0.399
55. H 0.316
56. H 0.312
57. H 0.375
58. H 0.317
59. H 0.386
60. H 0.322



2.
The following is a DFT calculation (the ωB97M-V functional and the def2-TZVPD basis) of an isolated molecule of C29H41N5O6.

Highest occupied orbital energy (hartree): -0.3254
E (eV): -50477.99600
Kohn-Sham gap (eV): 9.5
LUMO level (eV): 0.603
SMILES: CC(C)(C)OC(=O)NCCCC[C@H](NC(=O)c1nc[nH]c1C(=O)N1CCc2ccccc2C1)C(=O)OC(C)(C)C
Maximum force (eV/Å): 0.88

Geometry (Å):
C (-3.8469, 3.7041, -1.4812)
C (-3.4653, 2.6066, -0.4877)
C (-4.4549, 1.4441, -0.5512)
C (-3.4098, 3.1714, 0.9330)
O (-2.1131, 2.1534, -0.7487)
C (-1.7962, 1.6262, -1.9559)
O (-2.5693, 1.3688, -2.8463)
N (-0.4608, 1.4338, -2.0229)
C (0.1775, 0.7462, -3.1223)
C (0.3842, -0.7531, -2.8432)
C (1.6919, -1.3098, -3.4101)
C (2.9697, -0.7476, -2.7816)
C (3.0576, -0.9308, -1.2617)
N (2.2883, 0.0568, -0.5559)
C (1.4370, -0.2470, 0.4470)
O (1.2021, -1.3891, 0.8090)
C (0.7929, 0.9587, 1.0003)
N (1.3263, 2.1834, 0.6864)
C (0.6444, 3.0650, 1.3599)
N (-0.3184, 2.4830, 2.0966)
C (-0.2715, 1.1354, 1.8693)
C (-1.2515, 0.3295, 2.6396)
O (-1.5189, 0.7041, 3.7789)
N (-1.8679, -0.7127, 2.0645)
C (-2.7834, -1.4770, 2.8936)
C (-2.8947, -2.9120, 2.3906)
C (-3.4139, -2.8683, 0.9868)
C (-4.4411, -3.6695, 0.5171)
C (-4.8791, -3.5409, -0.7901)
C (-4.2971, -2.6035, -1.6265)
C (-3.2761, -1.7928, -1.1606)
C (-2.8343, -1.9199, 0.1477)
C (-1.6911, -1.1076, 0.6779)
C (4.5286, -0.9287, -0.8134)
O (5.3940, -1.5117, -1.4142)
O (4.6683, -0.2189, 0.2898)
C (5.9446, -0.0991, 0.9733)
C (6.4357, -1.4792, 1.4046)
C (5.6234, 0.7675, 2.1905)
C (6.9599, 0.5918, 0.0650)
H (-4.8237, 4.1058, -1.2275)
H (-3.1140, 4.5080, -1.4509)
H (-3.8827, 3.2989, -2.4885)
H (-5.4464, 1.7984, -0.2832)
H (-4.4876, 1.0310, -1.5548)
H (-4.1630, 0.6582, 0.1417)
H (-4.3787, 3.5817, 1.2020)
H (-3.1552, 2.3853, 1.6396)
H (-2.6640, 3.9606, 0.9900)
H (0.0907, 1.6449, -1.2053)
H (1.1336, 1.2378, -3.3094)
H (-0.4621, 0.8843, -3.9963)
H (-0.4466, -1.3145, -3.2733)
H (0.3572, -0.9248, -1.7685)
H (1.6858, -2.3921, -3.2685)
H (1.7263, -1.1179, -4.4848)
H (3.0736, 0.3156, -3.0073)
H (3.8257, -1.2625, -3.2220)
H (2.6510, -1.9104, -0.9752)
H (2.5221, 1.0335, -0.6674)
H (0.8203, 4.1217, 1.3318)
H (-0.9645, 2.9067, 2.7454)
H (-2.4109, -1.4354, 3.9205)
H (-3.7748, -1.0044, 2.8754)
H (-3.5570, -3.4830, 3.0414)
H (-1.9047, -3.3763, 2.4085)
H (-4.8943, -4.3977, 1.1743)
H (-5.6776, -4.1699, -1.1546)
H (-4.6404, -2.4983, -2.6445)
H (-2.8288, -1.0595, -1.8146)
H (-0.7776, -1.7154, 0.6035)
H (-1.5499, -0.2101, 0.0701)
H (7.3330, -1.3757, 2.0080)
H (5.6694, -1.9789, 1.9933)
H (6.6640, -2.0895, 0.5350)
H (5.2366, 1.7317, 1.8708)
H (6.5183, 0.9219, 2.7858)
H (4.8679, 0.2810, 2.8018)
H (7.8857, 0.7526, 0.6100)
H (7.1670, -0.0228, -0.8068)
H (6.5742, 1.5543, -0.2650)

For reference, the Mulliken charges in units of e are:
1. C -1.859
2. C 1.541
3. C -1.417
4. C -1.461
5. O -0.090
6. C 0.673
7. O -0.663
8. N -0.196
9. C -1.223
10. C 0.749
11. C -1.518
12. C -0.920
13. C 0.479
14. N 0.495
15. C -0.049
16. O -0.811
17. C 0.375
18. N -0.579
19. C -0.651
20. N 0.099
21. C 0.687
22. C 0.064
23. O -0.750
24. N 0.179
25. C -0.829
26. C -0.987
27. C 0.474
28. C -0.983
29. C -0.667
30. C -1.378
31. C 0.112
32. C -0.074
33. C 1.550
34. C -0.160
35. O -0.656
36. O -0.164
37. C 1.488
38. C -1.657
39. C -1.736
40. C -1.659
41. H 0.480
42. H 0.353
43. H 0.404
44. H 0.541
45. H 0.358
46. H 0.181
47. H 0.489
48. H 0.189
49. H 0.321
50. H 0.268
51. H 0.522
52. H 0.497
53. H 0.532
54. H -0.576
55. H 0.472
56. H 0.357
57. H 0.349
58. H 0.502
59. H 0.410
60. H 0.445
61. H 0.468
62. H 0.352
63. H 0.490
64. H 0.327
65. H 0.462
66. H 0.294
67. H 0.433
68. H 0.410
69. H 0.486
70. H 0.687
71. H 0.057
72. H -1.043
73. H 0.468
74. H 0.372
75. H 0.391
76. H 0.383
77. H 0.449
78. H 0.384
79. H 0.454
80. H 0.390
81. H 0.364



3.
The following is a DFT calculation (the ωB97M-V functional and the def2-TZVPD basis) of an isolated molecule of C23H24N4O5S.

Highest occupied orbital energy (hartree): -0.3067
E (eV): -51271.51212
Kohn-Sham gap (eV): 8.6
LUMO level (eV): 0.300
SMILES: COc1ccc(N(CC(=O)N/N=C/c2cccnc2)S(=O)(=O)c2ccc(C)cc2)cc1OC
Maximum force (eV/Å): 1.17

Geometry (Å):
C (5.6021, 0.5758, -1.9541)
O (4.7516, -0.3159, -1.2655)
C (3.4590, 0.0162, -0.9944)
C (2.8641, -0.7438, 0.0080)
C (1.5477, -0.5629, 0.3820)
C (0.7943, 0.4152, -0.2463)
N (-0.5760, 0.5193, 0.0645)
C (-1.2314, 1.7920, 0.2355)
C (-1.7319, 1.9806, 1.6761)
O (-1.7833, 3.0606, 2.2092)
N (-2.1220, 0.8065, 2.2439)
N (-2.6106, 0.7423, 3.4899)
C (-2.9677, -0.3884, 3.9496)
C (-3.5011, -0.5066, 5.2886)
C (-3.6564, 0.6069, 6.1203)
C (-4.1733, 0.4254, 7.3882)
C (-4.5183, -0.8606, 7.7856)
N (-4.3765, -1.9229, 7.0102)
C (-3.8834, -1.7502, 5.7995)
S (-1.4838, -0.7872, -0.4902)
O (-2.8143, -0.2993, -0.7147)
O (-1.3281, -1.8665, 0.4428)
C (-0.6652, -1.1703, -2.0274)
C (0.3066, -2.1515, -2.0687)
C (1.0576, -2.3049, -3.2183)
C (0.8445, -1.4843, -4.3237)
C (1.6918, -1.6453, -5.5464)
C (-0.1571, -0.5215, -4.2652)
C (-0.9095, -0.3564, -3.1151)
C (1.3688, 1.1849, -1.2527)
C (2.6847, 0.9955, -1.6484)
O (3.2556, 1.6925, -2.6807)
C (2.4849, 2.6538, -3.3587)
H (5.3535, 0.6382, -3.0153)
H (5.5724, 1.5764, -1.5178)
H (6.6028, 0.1598, -1.8382)
H (3.4743, -1.4937, 0.4851)
H (1.0955, -1.1758, 1.1437)
H (-0.5579, 2.6179, 0.0017)
H (-2.1107, 1.8421, -0.4174)
H (-2.0511, -0.0558, 1.6981)
H (-2.8848, -1.3059, 3.3545)
H (-3.3696, 1.5790, 5.7507)
H (-4.3084, 1.2601, 8.0587)
H (-4.9272, -1.0539, 8.7688)
H (-3.7855, -2.6472, 5.2004)
H (0.4599, -2.7727, -1.2016)
H (1.8273, -3.0607, -3.2591)
H (1.5957, -2.6548, -5.9427)
H (1.4052, -0.9386, -6.3204)
H (2.7400, -1.4869, -5.2974)
H (-0.3438, 0.1093, -5.1223)
H (-1.6867, 0.3891, -3.0494)
H (0.7582, 1.9202, -1.7507)
H (3.1430, 3.0627, -4.1240)
H (1.6097, 2.2017, -3.8366)
H (2.1650, 3.4606, -2.6921)

For reference, the Mulliken charges in units of e are:
1. C -0.737
2. O -0.485
3. C 0.598
4. C -0.817
5. C -0.466
6. C -1.848
7. N 0.652
8. C -0.374
9. C 0.194
10. O -0.628
11. N 0.815
12. N -1.060
13. C -0.595
14. C 0.869
15. C -0.179
16. C -0.520
17. C -0.182
18. N -0.622
19. C -0.470
20. S 1.471
21. O -0.753
22. O -0.664
23. C 0.134
24. C -0.490
25. C -0.618
26. C 1.045
27. C -1.606
28. C -0.639
29. C -0.958
30. C 0.190
31. C 1.023
32. O -0.493
33. C -0.847
34. H 0.207
35. H 0.295
36. H 0.317
37. H 0.441
38. H 0.519
39. H 0.432
40. H 0.388
41. H 0.231
42. H 0.358
43. H 0.490
44. H 0.369
45. H 0.365
46. H 0.350
47. H 0.515
48. H 0.434
49. H 0.386
50. H 0.365
51. H 0.333
52. H 0.391
53. H 0.483
54. H 0.514
55. H 0.259
56. H 0.256
57. H 0.359



4.
The following is a DFT calculation (the ωB97M-V functional and the def2-TZVPD basis) of an isolated molecule of C5H6N2.

Highest occupied orbital energy (hartree): -0.3455
E (eV): -8257.41539
Kohn-Sham gap (eV): 9.9
LUMO level (eV): 0.496
SMILES: N#C[C@H]1C[C@H]2CN21
Maximum force (eV/Å): 2.18

Geometry (Å):
N (2.5607, -0.9554, 1.3238)
C (1.7150, -0.2576, 0.9282)
C (0.6437, 0.5854, 0.4042)
C (0.2916, 0.4848, -1.0951)
C (-1.1876, 0.2305, -0.7689)
C (-1.1975, -0.9360, 0.1504)
N (-0.7181, 0.1995, 0.9626)
H (0.8383, 1.6236, 0.6941)
H (0.7458, -0.3572, -1.6288)
H (0.4889, 1.4057, -1.6480)
H (-1.5543, 0.9957, 0.1782)
H (-0.4595, -1.7224, 0.0008)
H (-2.1669, -1.2966, 0.4986)

For reference, the Mulliken charges in units of e are:
1. N -0.438
2. C 0.035
3. C 0.180
4. C -0.513
5. C -0.368
6. C -0.160
7. N -0.438
8. H 0.353
9. H 0.295
10. H 0.279
11. H 0.369
12. H 0.209
13. H 0.199



5.
The following is a DFT calculation (the ωB97M-V functional and the def2-TZVPD basis) of a cluster of 3 separate species, C6H14O in total.

Highest occupied orbital energy (alpha / beta) (hartree): -0.3531 / -0.3246
E (eV): -8490.75591
Kohn-Sham gap (alpha / beta) (eV): 9.5 / 8.6
LUMO level (alpha / beta) (eV): -0.138 / -0.248
Maximum force (eV/Å): 2.34

Geometry (Å):
C (2.2422, 2.3328, -0.7745)
C (2.0230, 1.0774, -0.3646)
C (0.9053, 0.6451, 0.5381)
C (0.1364, -0.5550, -0.0176)
C (-1.0012, -1.0050, 0.8934)
C (-1.8011, -2.1415, 0.2843)
O (-2.8109, -2.5101, 1.2032)
H (-0.6369, 3.4369, -1.5643)
H (3.1094, 2.5950, -1.3746)
H (1.5627, 3.1371, -0.5141)
H (0.4083, 2.0139, -1.8373)
H (2.7267, 0.2968, -0.6600)
H (1.3349, 0.3793, 1.5151)
H (0.2205, 1.4859, 0.7073)
H (0.8330, -1.3903, -0.1825)
H (-0.2634, -0.2845, -1.0054)
H (-0.6085, -1.3334, 1.8647)
H (-1.6805, -0.1665, 1.0927)
H (-2.2332, -1.8110, -0.6749)
H (-1.1305, -2.9896, 0.0659)
H (-3.3362, -3.2133, 0.8051)

For reference, the Mulliken charges in units of e are:
1. C -0.907
2. C -0.246
3. C -0.467
4. C -0.453
5. C -0.599
6. C -0.524
7. O -0.502
8. H 0.023
9. H 0.229
10. H 0.400
11. H -0.020
12. H 0.253
13. H 0.333
14. H 0.292
15. H 0.327
16. H 0.315
17. H 0.289
18. H 0.316
19. H 0.319
20. H 0.317
21. H 0.304



6.
The following is a DFT calculation (the ωB97M-V functional and the def2-TZVPD basis) of an isolated molecule of C4H7N3O.

Highest occupied orbital energy (hartree): -0.3067
E (eV): -10775.06357
Kohn-Sham gap (eV): 8.3
LUMO level (eV): 0.001
SMILES: C=CN(N)C(=O)N=C
Maximum force (eV/Å): 3.43

Geometry (Å):
C (1.6017, 0.3731, 1.4058)
C (0.6554, -0.3600, 0.8069)
N (0.4467, -0.6037, -0.8084)
N (0.5170, -1.8490, -1.4135)
C (-0.5783, 0.2222, -1.1084)
O (-1.3675, 0.1874, -2.0326)
N (-0.6610, 0.9646, 0.0962)
C (-1.6735, 1.4684, 0.6509)
H (1.8216, 1.3746, 1.0696)
H (2.0573, -0.0025, 2.3100)
H (0.3229, -1.2915, 1.2474)
H (1.3512, -1.9010, -1.9868)
H (-0.2974, -2.0170, -1.9970)
H (-2.6759, 1.3150, 0.2559)
H (-1.5202, 2.1194, 1.5041)

For reference, the Mulliken charges in units of e are:
1. C -0.761
2. C -0.035
3. N 0.330
4. N -0.705
5. C 0.335
6. O -0.621
7. N -0.192
8. C -0.331
9. H 0.282
10. H 0.274
11. H 0.383
12. H 0.243
13. H 0.260
14. H 0.261
15. H 0.278



- Among the records above, which one has the lowest E?
  C23H24N4O5S



- Number 4 is which compound?
  C5H6N2



- Among the records above, which one has the lowest E?
  C23H24N4O5S



- Among the records above, which one has the lowest E?
  C23H24N4O5S